{"formula": "C36H32N10O5PdSSe", "method": "ωB97M-V/def2-TZVPD", "s_squared": 6.08, "largest_force_ev_per_a": 0.67, "multiplicity": 5, "charge": 2, "homo_ev": [-13.17, -13.16], "e_tot_ev": -142634.946, "elements": ["Pd", "O", "C", "C", "C", "C", "C", "C", "C", "O", "N", "N", "C", "C", "C", "C", "C", "C", "N", "H", "H", "H", "H", "H", "H", "H", "H", "H", "H", "C", "C", "C", "C", "C", "C", "O", "N", "C", "O", "N", "C", "O", "H", "H", "H", "H", "H", "H", "H", "H", "H", "H", "H", "Se", "N", "C", "C", "C", "C", "N", "C", "N", "H", "H", "H", "S", "C", "C", "C", "N", "C", "C", "C", "C", "C", "N", "C", "C", "H", "H", "H", "H", "H", "H", "H", "H"], "positions_angstrom": [[-0.38355, 0.01097, 0.23951], [3.57671, -0.84806, 2.85359], [4.00240, -1.95767, 2.23624], [4.84298, -2.81957, 2.93695], [5.29817, -3.96916, 2.33071], [4.93032, -4.30334, 1.01962], [4.09217, -3.47289, 0.32482], [3.60963, -2.28378, 0.91557], [2.68630, -1.41834, 0.23208], [2.30386, -0.32597, 0.65808], [2.16764, -1.93710, -1.01125], [1.03346, -1.38444, -1.27427], [0.43589, -1.75684, -2.38979], [-0.89359, -1.24673, -2.63639], [-1.58894, -1.57740, -3.79388], [-2.86260, -1.05893, -3.98584], [-3.39244, -0.22033, -3.02194], [-2.63677, 0.06560, -1.88680], [-1.42708, -0.43937, -1.69250], [3.05584, -0.33034, 2.20642], [5.13007, -2.55731, 3.94574], [5.95985, -4.62614, 2.88019], [5.30927, -5.20645, 0.56370], [3.79733, -3.70909, -0.68701], [0.92488, -2.42351, -3.09477], [-1.13144, -2.22976, -4.52546], [-3.42581, -1.30582, -4.87535], [-4.37758, 0.21137, -3.12885], [-3.00768, 0.72312, -1.11177], [-5.62869, 0.33006, 1.01389], [-4.90212, 0.42152, 2.34890], [-3.88417, 1.56898, 2.42488], [-3.20156, 1.54735, 3.81928], [-2.23302, 2.69404, 4.08030], [-4.62138, 2.89134, 2.30272], [-5.61027, 3.14611, 2.94150], [-4.06001, 3.82380, 1.45275], [-2.91360, 3.64410, 0.69787], [-2.47002, 4.59549, 0.05909], [-2.31473, 2.41784, 0.66437], [-2.78652, 1.42528, 1.38885], [-2.26376, 0.27200, 1.29569], [-6.39739, -0.44088, 1.04847], [-4.94095, 0.06758, 0.20703], [-6.12405, 1.26970, 0.76152], [-4.37489, -0.50958, 2.55962], [-5.62281, 0.58499, 3.14992], [-2.69061, 0.58518, 3.90705], [-4.00265, 1.56190, 4.55946], [-1.43008, 2.72325, 3.33752], [-1.77885, 2.58582, 5.06541], [-2.74249, 3.65921, 4.06682], [-4.50913, 4.72823, 1.40291], [1.22119, -0.12847, 4.37388], [0.80159, -1.78009, 4.80641], [0.25042, -2.33097, 3.73883], [-0.22667, -3.67135, 3.62336], [-0.75215, -4.04728, 2.43060], [-0.82592, -3.12009, 1.34476], [-0.41269, -1.88731, 1.41120], [0.13193, -1.47556, 2.59877], [0.59393, -0.24638, 2.71689], [-0.15544, -4.34582, 4.46581], [-1.12563, -5.04924, 2.27553], [-1.25313, -3.44122, 0.40102], [0.91566, 6.36950, -1.24155], [0.72066, 4.69017, -0.85793], [1.18568, 4.07031, 0.30036], [0.95215, 2.71845, 0.43798], [0.31590, 1.99428, -0.48721], [-0.06084, 2.57628, -1.62101], [0.12193, 3.92546, -1.85869], [0.96695, 7.26055, 0.22117], [1.65345, 8.48545, 0.15157], [1.68715, 9.26070, 1.29574], [1.07797, 8.90861, 2.42799], [0.40017, 7.76109, 2.46972], [0.30268, 6.88898, 1.40077], [1.72147, 4.60983, 1.06729], [1.27464, 2.18944, 1.32554], [-0.54787, 1.94941, -2.35514], [-0.21969, 4.36908, -2.78400], [2.15573, 8.80365, -0.75251], [2.21875, 10.20371, 1.30534], [-0.10410, 7.53759, 3.40174], [-0.32819, 6.01021, 1.43652]], "lowdin_spin": [1.4983, 0.0116, 0.0116, -0.0013, 0.0123, 0.0002, 0.0066, 0.0169, 0.0234, 0.0472, 0.4087, 0.0338, 0.2824, 0.0129, 0.0774, -0.0106, 0.0771, 0.0098, 0.1415, -0.0002, -0.0002, 0.0006, -0.0002, -0.0002, 0.0088, 0.0031, -0.0020, 0.0042, 0.0001, 0.0001, 0.0005, 0.0072, 0.0002, 0.0000, 0.0009, 0.0013, -0.0002, -0.0002, 0.0038, 0.0007, 0.0081, 0.1154, 0.0000, 0.0000, 0.0000, 0.0003, 0.0000, 0.0001, 0.0001, -0.0001, 0.0000, 0.0000, 0.0000, 0.0038, 0.0040, 0.0016, -0.0033, 0.0036, 0.0046, 0.0685, 0.0062, 0.0337, -0.0001, 0.0006, 0.0009, 0.4554, 0.0432, 0.0592, -0.0072, 0.1264, -0.0078, 0.0711, 0.0768, 0.0844, -0.0134, 0.1054, -0.0132, 0.0803, 0.0015, 0.0003, -0.0016, 0.0026, 0.0024, -0.0021, -0.0020, 0.0016]}



{"formula": "H5NOSi2", "method": "ωB97M-V/def2-TZVPD", "largest_force_ev_per_a": 3.67, "multiplicity": 1, "charge": 0, "homo_ev": -9.54, "e_tot_ev": -19375.700, "elements": ["N", "O", "Si", "Si", "H", "H", "H", "H", "H"], "positions_angstrom": [[-0.03247, -0.95790, -0.09462], [-0.01169, 1.32821, -0.13787], [1.24355, 0.21359, -0.04388], [-1.26769, 0.27730, -0.04038], [0.12673, -1.99347, -0.05894], [1.77754, 0.45282, 1.35694], [2.25809, 0.49885, -1.13196], [-2.31727, 0.52417, -1.05064], [-1.77679, -0.34359, 1.20135]], "mulliken_charge": [-0.3037, -0.2985, 0.3780, 0.3701, 0.2710, -0.0888, -0.1057, -0.1136, -0.1088]}



{"formula": "C4H9N2", "method": "ωB97M-V/def2-TZVPD", "largest_force_ev_per_a": 2.79, "multiplicity": 1, "charge": 1, "smiles": "[NH2+]=CC[C@H]1CN1", "homo_ev": -14.57, "e_tot_ev": -7265.301, "elements": ["N", "C", "C", "C", "C", "N", "H", "H", "H", "H", "H", "H", "H", "H", "H"], "positions_angstrom": [[0.56484, -0.55229, 1.78322], [1.28967, -0.45001, 0.71622], [1.01672, 0.14756, -0.73170], [-0.33707, 0.63268, -1.04035], [-1.40382, -0.33455, -0.81820], [-1.18565, 0.72471, 0.23323], [0.68551, -0.98584, 2.70393], [-0.27086, -0.01247, 1.70000], [2.36371, -0.84089, 0.74799], [1.63395, 0.98820, -0.74308], [1.48020, -0.49585, -1.51036], [-0.36829, 1.44593, -1.77216], [-2.43940, -0.42726, -1.18646], [-1.09783, -1.21867, -0.23794], [-1.93168, 1.37873, 0.15565]], "mulliken_charge": [-0.1820, 0.0754, -0.7454, 0.1302, -0.4963, -0.6267, 0.2645, 0.2847, 0.3647, 0.4127, 0.3557, 0.3742, 0.3537, 0.1894, 0.2452]}